Entry 1:
{"formula": "C4H6N2", "method": "ωB97M-V/def2-TZVPD", "e_above_lowest_kcal_mol": 94.5, "homo_energy_ha": -0.3103, "lumo_ev": -0.26, "e_tot_ha": -265.3850, "elements": ["C", "C", "C", "N", "N", "C", "H", "H", "H", "H", "H", "H"], "xyz": [[0.89678, 0.61027, -0.94480], [-1.23310, 0.68328, -0.04333], [0.17163, 0.59023, 0.43780], [0.27872, -0.72645, 1.06484], [-0.76197, -1.44545, 0.79770], [-1.63465, -0.66143, 0.14032], [0.27077, 0.18029, -1.73129], [1.09559, 1.64543, -1.21841], [1.83130, 0.05170, -0.90263], [0.56724, 1.36377, 1.09841], [1.07195, -1.17414, 1.50380], [-2.55425, -1.11750, -0.20240]], "nbo_charge": [-0.577, -0.060, -0.232, -0.324, -0.081, -0.255, 0.235, 0.233, 0.209, 0.242, 0.402, 0.208]}

Entry 2:
{"formula": "C3H7NO2", "method": "ωB97M-V/def2-TZVPD", "charge": 1, "multiplicity": 2, "e_above_lowest_kcal_mol": 55.2, "homo_energy_ha": [-0.4717, -0.4696], "lumo_ev": [-6.05, -9.75], "e_tot_ha": -323.3433, "elements": ["C", "C", "O", "H", "H", "H", "H", "C", "N", "O", "H", "H", "H"], "xyz": [[2.74264, 0.46845, 0.62944], [1.91604, -0.23641, -0.19512], [1.74432, 0.05649, -1.49977], [2.48206, 0.47204, 1.68754], [3.62023, 1.04872, 0.37999], [1.09353, -0.88355, 0.07377], [2.59041, -0.11331, -1.93343], [-2.59895, 0.11719, 0.76673], [-2.76180, -0.49068, -0.42884], [-3.52416, 0.49586, 1.43817], [-1.55047, 0.26805, 1.05885], [-3.67417, -0.52122, -0.83545], [-2.07968, -0.68161, -1.14188]], "lowdin_spin": [0.472, 0.262, 0.210, 0.021, 0.016, 0.005, 0.007, 0.001, 0.000, 0.007, 0.000, 0.000, 0.000]}

Entry 3:
{"formula": "C25H31N4RuS4", "method": "ωB97M-V/def2-TZVPD", "charge": 2, "multiplicity": 2, "e_above_lowest_kcal_mol": 0.0, "homo_energy_ha": [-0.4633, -0.4539], "lumo_ev": [-4.97, -6.74], "e_tot_ha": -2877.5269, "elements": ["Ru", "S", "C", "C", "C", "C", "C", "C", "S", "C", "C", "C", "C", "C", "C", "C", "S", "C", "C", "C", "C", "C", "C", "S", "N", "H", "H", "H", "H", "H", "H", "H", "H", "H", "H", "H", "H", "H", "H", "H", "N", "C", "C", "C", "N", "C", "C", "N", "C", "H", "H", "H", "H", "H", "H", "H", "H", "H", "H", "H", "H", "H", "H", "H", "H"], "xyz": [[-0.20170, 0.42571, 0.24099], [-1.68700, -1.27981, 0.30566], [-2.47010, -1.06832, -1.27860], [-3.71192, -1.65806, -1.50084], [-4.38198, -1.46306, -2.69843], [-3.82211, -0.68538, -3.70393], [-2.57740, -0.10833, -3.51321], [-1.92135, -0.28466, -2.30289], [-0.26973, 0.32781, -2.04859], [-0.24848, 2.14034, -2.31640], [0.65619, 2.81044, -1.30364], [1.19496, 4.05985, -1.55226], [1.85563, 4.72285, -0.52834], [1.95968, 4.13335, 0.72240], [1.43416, 2.86705, 0.90639], [1.50328, 2.15300, 2.23482], [0.15104, 0.94643, 2.51850], [-1.19995, 2.01532, 2.93919], [-1.31707, 2.44344, 4.26015], [-2.35265, 3.28616, 4.61245], [-3.27142, 3.67989, 3.64259], [-3.16096, 3.23859, 2.33761], [-2.11494, 2.39177, 1.96179], [-2.03110, 1.85525, 0.29027], [0.83132, 2.22182, -0.10343], [-4.16490, -2.24706, -0.71336], [-5.35352, -1.91523, -2.84479], [-4.34857, -0.53484, -4.63599], [-2.12088, 0.47708, -4.30187], [-1.26364, 2.51706, -2.17860], [0.08189, 2.35500, -3.33092], [1.06913, 4.52186, -2.52150], [2.26553, 5.70934, -0.69865], [2.43415, 4.65112, 1.54434], [1.48955, 2.86569, 3.05814], [2.43649, 1.58856, 2.32872], [-0.60133, 2.10853, 5.00111], [-2.45362, 3.62628, 5.63332], [-4.09052, 4.33289, 3.91277], [-3.88879, 3.54120, 1.59563], [-0.18223, -4.31710, 0.83744], [0.88706, -3.48404, 0.17224], [1.66684, -2.71120, 1.22104], [2.64505, -1.75958, 0.52940], [1.95959, -0.48415, 0.09574], [3.43784, -2.47419, -0.57788], [2.65456, -3.38098, -1.52215], [1.80371, -2.57303, -2.39670], [1.77100, -4.33510, -0.71325], [-0.80900, -3.71412, 1.38074], [0.21076, -5.03216, 1.45358], [-0.75918, -4.78266, 0.13495], [0.33287, -2.79022, -0.45298], [2.23410, -3.40272, 1.85278], [0.99852, -2.13447, 1.86746], [3.39335, -1.45677, 1.26232], [2.20836, -0.30325, -0.87320], [2.40578, 0.26263, 0.61745], [4.19339, -3.08767, -0.08064], [3.99976, -1.73387, -1.15552], [3.37813, -3.98591, -2.07776], [1.29053, -3.16415, -3.04334], [2.37559, -1.96702, -2.97584], [2.39617, -5.01604, -0.12815], [1.17011, -4.94112, -1.39838]], "lowdin_spin": [0.685, 0.155, 0.009, 0.017, -0.003, 0.016, -0.001, 0.013, -0.004, 0.003, 0.004, -0.001, 0.007, -0.001, 0.004, 0.000, -0.004, 0.004, 0.000, 0.007, -0.001, 0.007, 0.003, 0.056, -0.002, 0.000, -0.001, 0.001, 0.000, 0.001, 0.000, 0.000, 0.000, 0.000, 0.000, 0.000, 0.000, 0.000, 0.000, 0.000, 0.003, 0.002, 0.000, 0.005, 0.010, 0.001, 0.000, 0.000, 0.000, 0.001, 0.000, 0.000, 0.002, 0.000, 0.000, 0.000, 0.000, 0.000, 0.000, 0.000, 0.000, 0.000, 0.000, 0.000, 0.000]}

Entry 4:
{"formula": "CHF2IS", "method": "ωB97M-V/def2-TZVPD", "e_above_lowest_kcal_mol": 76.9, "homo_energy_ha": [-0.3222, -0.3222], "lumo_ev": [-1.96, -1.96], "e_tot_ha": -934.1719, "elements": ["C", "F", "F", "S", "I", "H"], "xyz": [[0.32878, -0.61645, -0.55419], [0.72244, -1.70702, 0.07898], [-1.08345, 1.69384, 1.34664], [0.51709, 1.33978, 1.54504], [-1.59371, -0.57363, -1.28792], [1.10885, -0.13652, -1.12854]], "nbo_charge": [0.095, -0.312, -0.501, 0.244, 0.286, 0.189]}

Entry 5:
{"formula": "C16H29AuN2O9P", "method": "ωB97M-V/def2-TZVPD", "charge": 3, "multiplicity": 3, "homo_energy_ha": [-0.6298, -0.6397], "lumo_ev": [-7.58, -10.74], "e_tot_ha": -1889.8136, "elements": ["Au", "C", "O", "C", "C", "O", "C", "C", "O", "C", "H", "H", "H", "H", "H", "H", "H", "H", "H", "H", "H", "H", "H", "H", "O", "C", "O", "C", "C", "C", "C", "O", "C", "O", "C", "C", "H", "H", "H", "H", "H", "N", "C", "P", "O", "O", "C", "N", "H", "H", "H", "H", "H", "H", "H", "H", "H", "H"], "xyz": [[0.62784, 0.11044, -0.28019], [-1.17933, -2.84969, 1.40597], [-1.17635, -1.59432, 0.72227], [-2.46250, -1.22315, 0.24895], [-2.42474, 0.23739, -0.12714], [-1.34770, 0.39771, -1.08670], [-1.33499, 1.59995, -1.88471], [-0.41502, 1.31355, -3.04176], [0.88266, 1.00043, -2.51202], [1.73229, 0.37560, -3.48027], [-1.73135, -3.59820, 0.83545], [-1.62964, -2.74276, 2.39438], [-0.14599, -3.17230, 1.50262], [-3.21976, -1.37248, 1.02399], [-2.72741, -1.83133, -0.62135], [-2.23178, 0.87740, 0.73424], [-3.35833, 0.52689, -0.61045], [-0.98620, 2.44172, -1.28068], [-2.34285, 1.80358, -2.24832], [-0.35249, 2.18539, -3.69714], [-0.78761, 0.45985, -3.61332], [1.99326, 1.08827, -4.26479], [1.24223, -0.48843, -3.93138], [2.62320, 0.04019, -2.95329], [1.73288, 0.41402, 2.90407], [0.76904, 1.14459, 2.65145], [0.07681, 1.15511, 1.59145], [0.31963, 2.12942, 3.72151], [-0.74627, 3.04614, 3.43692], [-1.20564, 3.96625, 4.34457], [-0.56997, 3.94704, 5.58175], [-0.79524, 4.69469, 6.63649], [0.11207, 4.29373, 7.67001], [0.88945, 3.22530, 7.11060], [0.48227, 3.02999, 5.87568], [0.94650, 2.10670, 4.94338], [-1.20324, 2.99303, 2.45984], [-2.00946, 4.65534, 4.13034], [-0.44536, 3.93328, 8.53433], [0.76501, 5.12640, 7.93164], [1.73444, 1.40550, 5.17306], [3.78498, -1.19855, 2.23886], [4.54054, 0.02018, 1.82699], [3.68655, 0.85187, 0.41312], [3.24994, 2.24709, 0.65988], [2.69820, -0.22287, -0.06111], [5.01066, 1.04727, -0.89241], [4.90234, 2.46770, -1.37703], [2.84205, -0.86408, 2.55323], [4.25109, -1.71011, 2.99019], [3.63463, -1.82199, 1.44301], [5.55733, -0.25716, 1.55548], [4.56571, 0.70151, 2.67543], [4.86861, 0.35115, -1.71544], [6.00880, 0.90400, -0.48483], [5.79618, 2.96191, -1.34840], [4.23418, 2.93106, -0.71788], [4.53779, 2.53642, -2.32737]], "lowdin_spin": [0.620, 0.000, 0.001, 0.000, 0.002, 0.090, 0.004, 0.002, 0.065, 0.001, 0.000, 0.000, 0.000, 0.000, 0.000, 0.000, 0.002, 0.000, 0.003, 0.002, 0.000, 0.001, 0.000, 0.000, 0.003, 0.019, 0.139, 0.129, 0.113, 0.005, 0.154, 0.166, 0.015, 0.180, 0.174, 0.014, 0.004, -0.002, 0.014, 0.014, -0.002, 0.000, 0.001, 0.010, 0.000, 0.055, 0.002, 0.000, 0.000, 0.000, 0.000, 0.000, 0.000, 0.000, 0.000, 0.000, 0.000, 0.000]}

Entry 6:
{"formula": "C23H70BN2O11S10", "method": "ωB97M-V/def2-TZVPD", "charge": 1, "e_above_lowest_kcal_mol": 0.0, "homo_energy_ha": -0.3455, "lumo_ev": -2.88, "e_tot_ha": -5861.7520, "elements": ["C", "N", "C", "B", "O", "S", "C", "C", "O", "C", "N", "H", "H", "H", "H", "H", "H", "H", "H", "H", "H", "H", "H", "H", "H", "H", "H", "C", "S", "O", "C", "H", "H", "H", "H", "H", "H", "C", "S", "O", "C", "H", "H", "H", "H", "H", "H", "C", "S", "O", "C", "H", "H", "H", "H", "H", "H", "C", "S", "O", "C", "H", "H", "H", "H", "H", "H", "C", "S", "O", "C", "H", "H", "H", "H", "H", "H", "C", "S", "O", "C", "H", "H", "H", "H", "H", "H", "C", "S", "O", "C", "H", "H", "H", "H", "H", "H", "C", "S", "O", "C", "H", "H", "H", "H", "H", "H", "C", "S", "O", "C", "H", "H", "H", "H", "H", "H"], "xyz": [[-0.22535, -0.34506, -0.28802], [0.33568, -0.88670, -1.55894], [1.56042, -1.67648, -1.33125], [-0.72161, -1.56866, -2.20014], [-0.99014, -2.88505, -2.25381], [-1.92329, -0.40127, -3.20713], [-3.65956, -0.68123, -2.69102], [-3.79878, -1.05048, -1.24159], [-3.48235, 0.11483, -0.53227], [-5.23342, -1.50860, -0.97860], [-5.61535, -2.58820, -1.87791], [-1.19431, 0.12330, -0.47046], [-0.39114, -1.12378, 0.45623], [0.40639, 0.43384, 0.12318], [2.19117, -1.65745, -2.21282], [2.12152, -1.20424, -0.53157], [1.36003, -2.70397, -1.03037], [-1.03539, -3.32429, -1.39450], [-1.90635, -0.98566, -4.40808], [-4.13576, 0.28294, -2.83567], [-4.11977, -1.40862, -3.34802], [-3.13074, -1.87757, -0.96657], [-3.70246, 0.00660, 0.40869], [-5.88608, -0.65159, -1.11474], [-5.28125, -1.78927, 0.07576], [-5.11623, -3.44050, -1.65961], [-6.60626, -2.77555, -1.83595], [2.54734, -0.96220, -7.34086], [2.47739, -0.33893, -5.66379], [3.71763, -0.81263, -4.99489], [1.16926, -1.44669, -5.10929], [3.34862, -0.42747, -7.84717], [2.76884, -2.03090, -7.31244], [1.59896, -0.76437, -7.84112], [1.48029, -2.48257, -5.25658], [0.25660, -1.24079, -5.67131], [1.01681, -1.25199, -4.04917], [-1.84239, 1.59602, 4.41069], [-2.25890, 1.39948, 2.69112], [-1.80783, 0.02061, 2.27832], [-1.02491, 2.55005, 2.07254], [-2.46074, 0.90978, 4.98443], [-0.79495, 1.35311, 4.56830], [-2.04710, 2.61615, 4.72939], [-0.03287, 2.24100, 2.40430], [-1.25736, 3.54673, 2.44504], [-1.07721, 2.54387, 0.98476], [0.87258, -2.89364, 6.21779], [0.11356, -1.67520, 5.13925], [-0.20654, -0.50561, 6.00331], [-1.42555, -2.54814, 4.85730], [1.83258, -2.49454, 6.53712], [0.23211, -3.05972, 7.08370], [1.02553, -3.82140, 5.66653], [-1.91906, -2.72824, 5.81265], [-1.21665, -3.48782, 4.34580], [-2.03717, -1.90912, 4.22123], [-1.21359, 3.86499, 9.43619], [-0.34715, 3.47426, 7.91337], [-1.38494, 3.35504, 6.85205], [0.10497, 1.79916, 8.36367], [-1.62241, 4.86788, 9.33559], [-2.01966, 3.14690, 9.58484], [-0.51050, 3.83648, 10.26821], [-0.79753, 1.23196, 8.58883], [0.77457, 1.82882, 9.22365], [0.60565, 1.34850, 7.50993], [5.57562, 1.95601, -5.04975], [5.62651, 2.65793, -6.69913], [6.96850, 2.35237, -7.25949], [5.66791, 4.37660, -6.17977], [5.58602, 0.87291, -5.14525], [6.44496, 2.29583, -4.48636], [4.65303, 2.26330, -4.55636], [6.53483, 4.53714, -5.53946], [4.74509, 4.61678, -5.65188], [5.75079, 4.99066, -7.07380], [11.82111, 3.34165, -7.78146], [10.92434, 4.62227, -8.66774], [10.68848, 5.72558, -7.69879], [9.38315, 3.71458, -8.79203], [12.81144, 3.73058, -7.55511], [11.29160, 3.10740, -6.85830], [11.90742, 2.45737, -8.41267], [9.02930, 3.44850, -7.79830], [9.53172, 2.81810, -9.39393], [8.65669, 4.36257, -9.27753], [3.92527, -3.79405, -3.73835], [4.63674, -4.04276, -5.36596], [3.49001, -4.08026, -6.31819], [5.14666, -5.74338, -5.09725], [3.51858, -2.78593, -3.73549], [3.14207, -4.53487, -3.56944], [4.70792, -3.87825, -2.98410], [4.27706, -6.34976, -4.84464], [5.88657, -5.77298, -4.29782], [5.59216, -6.10181, -6.02243], [-7.10067, 0.83794, 4.04178], [-6.77933, 1.32376, 2.35005], [-5.33077, 1.05171, 2.08795], [-6.91770, 3.09125, 2.61992], [-7.01501, -0.24298, 4.10650], [-6.37027, 1.31159, 4.69776], [-8.10955, 1.12973, 4.32350], [-6.19494, 3.39558, 3.37651], [-7.93278, 3.32547, 2.93872], [-6.70353, 3.58985, 1.67718], [-8.19863, -1.04178, 9.02608], [-7.30369, -0.57615, 7.54246], [-8.32051, -0.13420, 6.55134], [-6.81928, -2.24343, 7.07931], [-8.62622, -0.13508, 9.44767], [-8.99240, -1.74023, 8.76316], [-7.50766, -1.48946, 9.74000], [-7.71088, -2.85750, 6.95491], [-6.16890, -2.65694, 7.84978], [-6.27674, -2.17936, 6.13814]], "mulliken_charge": [-1.195, 0.114, -0.708, 0.383, -0.433, 0.033, -0.838, 0.345, -0.390, -0.910, -0.535, 0.114, 0.490, 0.446, 0.184, 0.348, 0.302, 0.353, 0.215, 0.492, 0.636, 0.173, 0.113, 0.414, 0.431, 0.196, 0.253, -0.811, 0.420, -0.527, -0.191, 0.315, 0.189, 0.388, 0.266, 0.500, -0.523, -1.105, 0.788, -0.579, -1.227, 0.319, 0.236, 0.550, 0.334, 0.448, 0.321, -1.045, 0.524, -0.546, -0.832, 0.338, 0.300, 0.379, 0.344, 0.394, 0.121, -0.970, 0.404, -0.549, -0.837, 0.327, 0.291, 0.382, 0.280, 0.459, 0.187, -0.898, 0.500, -0.589, -0.960, 0.146, 0.457, 0.348, 0.285, 0.367, 0.328, -0.896, 0.469, -0.620, -0.758, 0.320, 0.285, 0.338, 0.184, 0.361, 0.327, -0.640, 0.547, -0.654, -1.020, -0.260, 0.377, 0.530, 0.298, 0.382, 0.360, -1.023, 0.366, -0.435, -1.009, 0.248, 0.324, 0.477, 0.270, 0.416, 0.343, -1.016, 0.558, -0.593, -0.924, 0.329, 0.316, 0.377, 0.319, 0.384, 0.270]}